Entry 1:
The following is a DFT calculation (ωB97M-V with the def2-TZVPD basis set) of a cluster of 2 separate species, CCl2NO2 in total in a non-equilibrium geometry.

The geometry in XYZ format:
```
6
Properties=species:S:1:pos:R:3:forces:R:3:mulliken_charge:R:1
C 1.882 -0.523 -0.017 0.14 0.37 -0.54 0.715
N -1.730 0.987 -0.474 -1.32 0.70 -2.44 -0.102
O 1.535 -0.851 -1.072 -0.30 -0.29 -0.07 -0.376
O 2.357 -0.167 0.971 0.17 -0.06 0.65 -0.366
Cl -3.189 0.024 -0.530 -0.81 -0.18 -0.57 -0.293
Cl -0.855 0.531 1.122 2.12 -0.55 2.97 -0.578
```
Positions in Å, forces in eV/Å.

Net charge: -1
Spin multiplicity: 3
Kohn-Sham gap (alpha / beta): 4.45 / 8.35 eV
ΔE to the lowest compared entry with this formula, charge and spin: 0.0 kJ/mol
E_LUMO (alpha / beta): 3.43 / 3.41 eV

***

Entry 2:
The following is a DFT calculation (ωB97M-V with the def2-TZVPD basis set) of a structure of composition C31H34ClGaN2O3PS.

The geometry in XYZ format:
```
74
Properties=species:S:1:pos:R:3:forces:R:3:mulliken_charge:R:1
Ga 0.195 -0.533 -0.098 -0.06 -0.14 -0.97 1.722
Cl -1.496 -1.386 1.675 -0.23 0.09 0.31 -0.120
C -1.945 -2.971 1.088 0.05 -0.23 -0.28 1.070
C -2.492 -3.881 1.967 -0.01 0.12 0.17 -0.711
C -2.821 -5.146 1.501 0.02 0.00 -0.10 -0.628
C -2.592 -5.489 0.175 0.00 -0.05 -0.02 -0.844
C -2.044 -4.565 -0.699 -0.02 0.04 0.03 -0.674
C -1.718 -3.284 -0.251 0.05 0.17 -0.08 0.119
P -1.055 -2.102 -1.440 0.21 -0.01 0.56 0.929
C 0.034 -3.002 -2.536 -0.15 0.04 0.00 0.435
C 1.308 -3.326 -2.060 -0.11 0.04 -0.04 -0.645
C 2.113 -4.181 -2.790 0.05 0.02 0.06 -0.861
C 1.650 -4.706 -3.993 0.00 0.00 -0.03 -0.633
C 0.388 -4.377 -4.469 -0.02 0.00 -0.05 -0.850
C -0.434 -3.529 -3.742 0.05 0.04 0.06 -0.135
C -2.402 -1.267 -2.269 0.14 -0.02 -0.13 0.939
C -3.638 -1.144 -1.633 0.07 -0.05 0.03 -0.894
C -4.671 -0.481 -2.278 -0.04 0.03 -0.03 -0.823
C -4.478 0.043 -3.550 -0.02 0.00 0.04 -0.735
C -3.249 -0.089 -4.188 0.06 -0.01 -0.04 -0.815
C -2.205 -0.735 -3.548 -0.04 0.00 0.06 -0.313
H -2.666 -3.611 3.001 0.03 0.01 -0.01 0.534
H -3.254 -5.868 2.180 0.01 0.01 0.02 0.445
H -2.834 -6.481 -0.180 -0.03 0.01 0.00 0.466
H -1.873 -4.838 -1.733 0.02 -0.03 0.00 0.490
H 1.656 -2.920 -1.113 0.07 -0.09 0.02 0.541
H 3.093 -4.451 -2.421 0.00 0.00 -0.01 0.514
H 2.278 -5.380 -4.560 0.00 0.00 0.00 0.465
H 0.033 -4.790 -5.405 0.02 -0.02 0.01 0.495
H -1.428 -3.293 -4.102 0.00 -0.04 -0.01 0.564
H -3.802 -1.579 -0.655 -0.02 0.01 -0.01 0.451
H -5.633 -0.389 -1.794 0.00 0.00 0.00 0.484
H -5.292 0.548 -4.051 0.00 -0.02 -0.01 0.447
H -3.115 0.289 -5.193 -0.02 0.03 0.01 0.498
H -1.251 -0.861 -4.049 -0.05 -0.01 -0.07 0.440
C 3.037 2.341 -2.436 0.11 -0.05 0.24 -0.963
C 2.353 1.550 -1.301 0.13 0.05 -0.02 -0.833
N 1.231 0.740 -1.833 -0.34 -0.26 0.44 0.260
C 1.735 -0.063 -2.969 0.00 0.06 -0.09 0.509
C 2.117 0.859 -4.149 -0.05 -0.27 -0.01 -1.119
N 2.148 2.265 -3.639 0.05 0.06 -0.12 0.045
C 0.765 2.710 -3.279 -0.25 0.01 0.12 -0.890
C 0.172 1.662 -2.310 -0.05 0.09 -0.06 0.000
H 4.006 1.925 -2.706 -0.03 -0.01 -0.08 0.345
H 3.176 3.386 -2.167 -0.03 0.02 -0.06 0.367
H 1.970 2.220 -0.538 -0.05 0.05 -0.07 0.615
H 3.070 0.892 -0.816 0.01 0.00 -0.02 0.486
H 0.972 -0.773 -3.286 0.06 0.06 -0.01 -0.646
H 2.595 -0.636 -2.623 0.00 0.00 0.00 0.651
H 1.392 0.809 -4.959 -0.01 0.09 0.00 0.434
H 3.096 0.612 -4.553 0.03 0.07 0.02 0.359
H 2.516 2.877 -4.369 0.01 0.02 0.00 0.323
H 0.179 2.793 -4.192 0.05 -0.01 -0.03 0.442
H 0.832 3.697 -2.826 0.10 0.00 -0.01 0.286
H -0.607 1.077 -2.799 0.05 0.02 0.00 -0.197
H -0.273 2.160 -1.449 0.03 0.04 -0.01 0.610
C 0.220 -0.569 7.513 -0.01 0.00 0.01 -1.394
C 0.495 -0.263 6.074 -0.01 0.01 -0.04 0.805
C -0.480 0.368 5.293 0.01 0.00 0.04 -0.897
C -0.251 0.670 3.965 -0.04 0.13 -0.04 -0.400
C 0.981 0.324 3.419 0.01 0.05 -0.26 0.562
C 1.979 -0.297 4.165 0.06 0.00 -0.07 -0.612
C 1.722 -0.591 5.489 -0.02 0.03 -0.01 -0.997
S 1.368 0.703 1.770 0.11 -0.11 0.13 1.174
O 1.700 -0.632 1.035 -0.07 0.19 0.08 -0.518
O 2.401 1.661 1.621 0.11 0.01 0.27 -0.581
O 0.084 1.063 0.995 0.03 -0.19 0.05 -0.578
H -0.540 -1.349 7.595 0.01 -0.01 0.00 0.334
H -0.167 0.312 8.025 0.01 0.00 0.00 0.378
H 1.115 -0.908 8.029 -0.01 0.00 0.01 0.375
H -1.424 0.642 5.746 0.00 0.02 -0.02 0.458
H -0.993 1.196 3.379 -0.02 -0.03 0.01 0.552
H 2.933 -0.535 3.711 0.02 -0.04 0.09 0.506
H 2.487 -1.068 6.086 0.00 0.00 0.00 0.379
```
Positions in Å, forces in eV/Å.

Net charge: +3
Kohn-Sham gap: 7.87 eV
E_LUMO: -8.50 eV

***

Entry 3:
The following is a DFT calculation (ωB97M-V with the def2-TZVPD basis set) of the molecule C4H5ClOS in a non-equilibrium geometry.

The geometry in XYZ format:
```
12
Properties=species:S:1:pos:R:3:forces:R:3:mulliken_charge:R:1
C 0.580 0.347 -1.611 -0.45 -1.94 0.27 -0.860
C 0.755 -0.012 -0.093 -1.81 -1.46 -0.98 0.186
C -1.590 -1.075 0.958 -0.75 -2.61 -1.37 0.046
C 1.002 0.796 0.917 -0.20 1.55 0.20 -0.284
H 0.964 1.362 -1.841 -0.01 -0.82 -0.07 0.341
H -0.566 0.287 -1.908 2.34 0.13 0.79 0.240
H 1.099 -0.558 -2.171 -0.91 2.29 0.71 0.266
H -1.775 -0.029 0.834 0.58 1.26 0.24 0.378
H 1.195 1.862 0.820 0.26 -0.24 -0.59 0.320
O -2.522 -1.811 1.174 1.65 0.63 0.25 -0.421
S 0.090 -1.702 0.313 -0.88 1.78 0.48 -0.078
Cl 0.768 0.532 2.606 0.19 -0.57 0.07 -0.134
```
Positions in Å, forces in eV/Å.

Net charge: 0
Kohn-Sham gap: 10.16 eV
ΔE to the lowest compared entry with this formula, charge and spin: 114.2 kJ/mol
Structure (SMILES): C/C(=C/Cl)SC=O
E_LUMO: 0.61 eV